No. 1
The following is a DFT calculation (ωB97M-V/def2-TZVPD) of a cluster of 8 separate species, C19H38F6N7O10P in total in a non-equilibrium geometry.

Last column: Mulliken charge in e.
Positions of all 81 atoms, in Å:
O -1.05 0.95 -5.63  -0.463
C -0.51 0.37 -6.52  0.097
O 0.57 0.81 -7.18  -0.519
C -1.06 -0.96 -7.07  1.081
F -0.99 -0.89 -8.42  -0.284
F -2.36 -1.05 -6.72  -0.260
C -0.34 -2.30 -6.59  0.361
F 0.11 -2.91 -7.71  -0.307
F -1.25 -3.12 -6.01  -0.261
C 0.87 -2.18 -5.63  0.938
F 1.81 -1.40 -6.22  -0.277
F 1.38 -3.44 -5.53  -0.303
C 0.64 -1.70 -4.17  0.010
O 1.64 -1.43 -3.55  -0.436
P -0.95 -1.59 -3.27  0.214
H 1.18 1.15 -6.50  0.378
H -1.92 -1.50 -4.28  -0.017
H -0.84 -0.25 -2.91  0.037
C 3.65 -2.07 -1.46  -0.372
C 4.41 -2.40 -0.20  0.507
N 5.70 -1.97 -0.14  -0.372
O 3.90 -3.02 0.72  -0.627
H 2.77 -1.49 -1.19  -0.093
H 3.32 -2.99 -1.93  0.231
H 4.24 -1.50 -2.17  0.289
H 6.13 -1.46 -0.88  0.191
H 6.22 -2.18 0.69  0.237
C 1.35 3.98 -10.36  -0.804
C 0.57 4.76 -9.32  0.593
N 0.23 4.07 -8.20  -0.287
O 0.27 5.93 -9.48  -0.628
H 2.30 4.48 -10.53  0.246
H 0.79 3.99 -11.29  0.244
H 1.53 2.95 -10.06  0.258
H 0.47 3.11 -8.05  0.238
H -0.29 4.56 -7.49  0.195
C -2.29 -0.99 1.73  -0.873
C -1.05 -1.43 0.98  0.574
N 0.01 -1.73 1.75  -0.128
O -1.02 -1.47 -0.24  -0.617
H -3.11 -1.66 1.47  0.336
H -2.56 0.02 1.41  0.270
H -2.15 -1.01 2.81  0.109
H -0.02 -1.65 2.76  0.267
H 0.86 -2.04 1.30  0.128
C -1.64 -2.44 5.90  -0.859
C -0.38 -1.65 5.67  0.710
N 0.10 -0.94 6.71  -0.323
O 0.19 -1.63 4.58  -0.816
H -1.44 -3.49 5.70  0.260
H -2.42 -2.10 5.22  0.227
H -2.02 -2.34 6.92  0.288
H -0.34 -0.93 7.60  0.170
H 0.94 -0.39 6.56  0.250
C -6.06 -2.79 8.28  -0.884
C -5.33 -1.79 7.42  0.619
N -5.53 -0.48 7.73  -0.379
O -4.61 -2.12 6.50  -0.603
H -5.32 -3.44 8.75  0.240
H -6.70 -3.40 7.65  0.254
H -6.66 -2.33 9.06  0.334
H -6.13 -0.18 8.48  0.185
H -5.07 0.22 7.17  0.224
C 1.65 1.86 -0.54  -0.361
C 0.80 2.50 0.54  0.491
N 0.26 1.65 1.45  -0.213
O 0.62 3.71 0.58  -0.673
H 2.65 2.27 -0.49  0.301
H 1.22 2.10 -1.51  0.204
H 1.70 0.77 -0.43  -0.072
H 0.41 0.66 1.42  0.197
H -0.31 2.04 2.17  0.176
C 0.91 3.72 6.25  -0.876
C 1.96 2.68 5.93  0.638
N 2.94 3.07 5.08  -0.387
O 1.93 1.56 6.41  -0.667
H 0.90 3.89 7.32  0.271
H -0.07 3.32 5.95  0.226
H 1.08 4.66 5.73  0.331
H 2.97 3.98 4.67  0.191
H 3.65 2.39 4.85  0.224

For the highest occupied orbital energy, the calculation gives -9.5 eV. Its total charge is 0. As for the SMILES: O=C(O)C(F)(F)C(F)(F)C(F)(F)C(=O)P.CC(N)=O.CC(N)=O.CC(N)=O.CC(N)=O.CC(N)=O.CC(N)=O.CC(N)=O. As for the multiplicity: 1. As for the LUMO energy: -0.25 eV.

---

No. 2
The following is a DFT calculation (ωB97M-V/def2-TZVPD) of a structure of composition C20H28IrN2Si in a non-equilibrium geometry.

Last column: Mulliken spin population.
Positions of all 52 atoms, in Å:
C 2.79 -1.05 3.02  0.260
C 2.36 -1.50 1.73  0.148
C 2.85 -0.54 0.76  0.001
H 1.87 -2.41 1.47  0.001
C 3.51 0.49 1.49  0.246
C 3.49 0.15 2.85  0.149
H 4.08 0.66 3.59  0.025
H 2.75 -1.64 3.93  0.013
H 2.83 -0.65 -0.30  0.028
H 3.97 1.33 1.02  0.010
Ir 1.13 0.20 1.58  2.078
C -2.91 2.63 -0.15  0.004
H -1.90 2.91 -0.52  0.002
H -3.12 3.22 0.80  0.001
H -2.95 1.55 0.13  0.001
Si -0.10 -0.59 -0.31  0.385
C -1.55 -1.84 -0.97  0.040
C -1.51 -3.23 -1.27  0.026
H -0.59 -3.82 -1.09  0.000
C -2.61 -3.85 -1.92  0.001
H -2.66 -4.94 -2.09  0.001
C -3.72 -3.06 -2.30  0.003
H -4.64 -3.54 -2.65  0.000
C -3.73 -1.67 -2.09  0.004
H -4.58 -1.04 -2.42  0.001
C -2.63 -1.08 -1.46  0.002
H -2.59 0.02 -1.45  -0.005
C 0.49 -0.17 -2.17  0.056
C 0.02 -0.84 -3.35  0.026
H -0.59 -1.76 -3.34  0.002
C 0.44 -0.41 -4.62  -0.008
H 0.01 -0.85 -5.53  0.000
C 1.39 0.62 -4.72  0.038
H 1.64 1.04 -5.69  0.002
C 2.00 1.13 -3.56  -0.005
H 2.79 1.88 -3.63  -0.001
C 1.61 0.65 -2.30  0.033
H 2.25 0.91 -1.43  -0.007
H 0.76 -1.76 -0.49  0.192
H -3.69 3.00 -0.76  0.001
N 0.88 2.22 2.23  0.154
C 0.66 2.40 3.71  -0.001
C -0.32 1.33 4.13  0.007
N -0.41 0.31 3.02  0.090
H 0.01 2.54 1.77  -0.007
H 1.63 2.82 1.91  -0.006
H 1.61 2.32 4.23  0.004
H 0.24 3.40 3.90  0.002
H -0.06 0.81 5.06  0.008
H -1.30 1.81 4.30  0.004
H -1.32 0.49 2.55  -0.001
H -0.59 -0.60 3.43  -0.007

For the highest occupied orbital energy (spin up / spin down), the calculation gives -9.3 / -10.8 eV. Its relative energy (zero: lowest compared OMol25 entry of this formula, charge and spin) is 0.000 eV. Its total charge is +1. As for the multiplicity: 5. As for the LUMO energy (spin up / spin down): -2.81 / -5.97 eV.

---

No. 3
The following is a DFT calculation (ωB97M-V/def2-TZVPD) of a cluster of 2 separate species, C4H11NO in total in a non-equilibrium geometry.

Last column: natural (NBO) charge in e.
Positions of all 17 atoms, in Å:
C -0.74 -0.48 -1.50  -0.725
C 0.39 -1.26 -2.06  0.668
N 1.35 -1.72 -1.15  -0.832
O 0.62 -1.56 -3.22  -0.600
H -1.66 -0.58 -2.10  0.250
H -0.63 0.60 -1.45  0.248
H -0.93 -0.79 -0.47  0.215
H 1.95 -2.45 -1.47  0.403
H 1.04 -1.71 -0.18  0.373
C -0.11 0.71 2.21  -0.605
C -0.18 1.89 1.16  -0.619
H -0.15 -0.28 1.75  0.190
H 0.65 0.84 2.94  0.206
H -1.08 0.67 2.73  0.198
H -0.77 2.70 1.56  0.217
H -0.67 1.46 0.27  0.196
H 0.91 1.94 0.99  0.218

For the highest occupied orbital energy, the calculation gives -9.9 eV. Its relative energy (zero: lowest compared OMol25 entry of this formula, charge and spin) is 0.837 eV. Its total charge is 0. As for the SMILES: CC(N)=O.CC. As for the multiplicity: 1. As for the LUMO energy: 0.81 eV.

---

No. 4
The following is a DFT calculation (ωB97M-V/def2-TZVPD) of a structure of composition C10H20BiO6Se4 in a non-equilibrium geometry.

Last column: natural (NBO) charge in e.
Positions of all 41 atoms, in Å:
Bi 0.72 0.39 -1.22  0.513
C -1.06 2.56 0.26  -0.103
C 0.31 3.20 0.21  -0.100
O 1.42 2.32 0.37  -0.548
C 1.74 1.89 1.70  -0.094
C 1.01 0.74 2.42  -0.079
O 0.80 -0.56 1.93  -0.529
C 1.81 -1.53 1.87  -0.090
C 2.52 -1.86 0.54  -0.084
O 1.77 -1.84 -0.67  -0.560
C 0.72 -2.81 -0.82  -0.106
C -0.66 -2.38 -0.31  -0.113
O -1.28 -1.29 -1.02  -0.552
C -2.26 -0.57 -0.27  0.357
C -2.47 0.90 -0.74  -0.122
O -1.31 1.74 -0.88  -0.555
H -1.78 3.39 0.24  0.191
H -1.21 1.98 1.18  0.187
H 0.35 3.97 0.98  0.176
H 0.45 3.66 -0.77  0.233
H 1.55 2.73 2.38  0.173
H 2.81 1.72 1.68  0.193
H -0.01 1.08 2.64  0.189
H 1.53 0.68 3.39  0.165
H 1.30 -2.45 2.18  0.175
H 2.61 -1.35 2.61  0.170
H 2.93 -2.86 0.68  0.175
H 3.36 -1.19 0.34  0.198
H 1.00 -3.73 -0.28  0.171
H 0.67 -3.04 -1.88  0.254
H -0.58 -2.14 0.75  0.209
H -1.27 -3.28 -0.44  0.180
H -2.73 -1.11 1.53  0.477
H -3.22 -1.06 -0.51  0.152
H -3.13 1.35 -0.01  0.180
H -2.92 0.90 -1.74  0.273
Se -2.24 2.20 -4.28  -0.749
Se -2.15 0.25 -5.54  -0.125
Se 0.06 -0.38 -5.74  -0.106
Se 0.87 -1.60 -3.91  -0.646
O -2.03 -0.61 1.11  -0.731

For the highest occupied orbital energy (spin up / spin down), the calculation gives -2.2 / -2.3 eV. Its relative energy (zero: lowest compared OMol25 entry of this formula, charge and spin) is 4.456 eV. Its total charge is -1. As for the multiplicity: 1. As for the LUMO energy (spin up / spin down): 2.03 / 2.02 eV.

---

No. 5
The following is a DFT calculation (ωB97M-V/def2-TZVPD) of an isolated molecule of C2H2O2 in a non-equilibrium geometry.

Last column: natural (NBO) charge in e.
Positions of all 6 atoms, in Å:
C -0.20 -2.39 0.04  0.400
C 0.16 -0.70 -0.15  0.139
O -0.32 0.74 -0.29  -0.669
O -0.11 -1.74 -1.07  -0.472
H -0.45 0.67 -1.20  0.463
H 1.26 -0.63 -0.12  0.139

For the highest occupied orbital energy, the calculation gives -9.7 eV. Its relative energy (zero: lowest compared OMol25 entry of this formula, charge and spin) is 4.383 eV. Its total charge is 0. As for the multiplicity: 1. As for the LUMO energy: 0.03 eV.

---

No. 6
The following is a DFT calculation (ωB97M-V/def2-TZVPD) of a structure of composition C41H53IMnN2O8S4Te.

Last column: Mulliken spin population.
Positions of all 111 atoms, in Å:
Mn -0.17 -0.14 0.31  4.720
O 0.57 -1.44 -1.54  -0.054
S 0.46 -2.28 -2.77  -0.001
C 2.17 -2.55 -3.34  0.001
C 3.07 -1.41 -2.88  0.002
C 3.69 -1.69 -1.50  0.002
C 4.45 -0.48 -0.96  0.003
S 3.48 0.40 0.33  0.005
O 2.05 0.06 -0.01  0.071
C 3.94 -0.69 1.68  0.011
C 5.10 -0.43 2.38  -0.002
C 5.46 -1.27 3.42  0.000
C 4.66 -2.35 3.75  0.000
C 3.49 -2.60 3.04  -0.002
C 3.12 -1.76 2.00  0.002
C -0.04 -1.22 -4.12  0.000
C -0.23 0.13 -3.91  0.013
C -0.64 0.93 -4.97  -0.001
C -0.87 0.37 -6.22  0.000
C -0.69 -1.00 -6.42  0.000
C -0.28 -1.80 -5.37  0.000
H 2.11 -2.64 -4.42  -0.001
H 2.49 -3.51 -2.92  0.001
H 2.49 -0.48 -2.83  -0.001
H 3.87 -1.25 -3.61  0.000
H 4.35 -2.55 -1.57  0.000
H 2.88 -1.95 -0.82  -0.002
H 4.65 0.26 -1.73  0.000
H 5.39 -0.75 -0.48  0.000
H 5.71 0.44 2.13  0.000
H 6.36 -1.06 3.99  0.000
H 4.94 -3.00 4.58  0.000
H 2.86 -3.43 3.31  0.000
H 2.20 -1.92 1.45  0.020
H -0.07 0.54 -2.93  0.025
H -0.79 1.99 -4.81  0.000
H -1.19 1.00 -7.04  0.000
H -0.88 -1.43 -7.39  0.000
H -0.16 -2.87 -5.51  0.000
O -2.12 0.94 1.10  -0.014
S -3.42 0.11 1.18  0.000
C -4.64 1.28 1.83  0.001
C -5.85 1.20 0.90  0.000
C -5.27 1.17 -0.51  0.001
C -4.18 0.10 -0.48  0.002
H -4.15 2.25 1.79  0.000
H -4.86 1.01 2.86  0.001
H -6.53 2.04 1.05  0.000
H -6.40 0.28 1.09  0.000
H -4.83 2.14 -0.75  0.000
H -6.02 0.94 -1.27  0.000
H -3.35 0.23 -1.18  0.001
H -4.57 -0.92 -0.61  -0.001
C 1.83 -6.67 -2.12  0.000
C 0.82 -5.71 -1.54  0.000
C -0.46 -5.61 -2.07  0.000
C -1.40 -4.76 -1.52  -0.003
C -1.07 -4.01 -0.40  -0.012
C 0.20 -4.10 0.16  0.042
C 1.14 -4.94 -0.42  0.006
S -2.23 -2.85 0.28  0.024
O -3.53 -3.23 -0.24  0.001
O -2.04 -2.93 1.71  0.006
O -1.82 -1.51 -0.26  0.070
H 1.60 -6.91 -3.16  0.000
H 1.85 -7.60 -1.56  0.000
H 2.84 -6.25 -2.08  0.000
H -0.72 -6.21 -2.94  0.000
H -2.40 -4.67 -1.94  0.000
H 0.44 -3.49 1.02  -0.015
H 2.14 -5.00 0.00  0.000
N -1.29 -0.31 3.74  0.005
C -0.56 -1.31 3.26  0.015
O 0.12 -1.18 2.23  0.000
C -0.37 -2.53 4.12  0.002
I -2.13 -3.33 5.02  0.002
H -1.37 0.52 3.17  0.002
H -1.91 -0.47 4.52  0.001
H 0.27 -2.26 4.96  0.000
H 0.09 -3.32 3.54  -0.001
O -0.23 1.58 -1.09  -0.001
C -0.07 2.78 -1.27  0.026
C 0.63 3.72 -0.35  -0.006
C -0.52 4.25 0.56  0.012
C -1.76 4.82 -0.16  0.000
C -2.67 3.76 -0.82  -0.002
C -2.20 3.30 -2.22  0.001
N -0.73 3.40 -2.32  0.003
H 1.10 4.53 -0.90  0.001
H 1.36 3.20 0.28  -0.003
H -0.10 5.01 1.21  0.000
H -0.83 3.42 1.20  -0.002
H -1.48 5.59 -0.89  0.000
H -2.35 5.34 0.60  0.000
H -3.69 4.16 -0.90  0.000
H -2.71 2.89 -0.15  0.001
H -2.62 3.94 -3.00  0.000
H -2.51 2.28 -2.42  -0.001
H -0.45 4.36 -2.40  0.000
Te 1.42 1.79 2.87  0.016
C 0.96 3.73 3.57  0.004
C 1.90 4.76 3.53  -0.002
C 1.59 6.04 4.00  -0.001
C 0.33 6.31 4.51  0.002
C -0.62 5.29 4.56  0.000
C -0.30 4.02 4.09  0.003
H 2.89 4.56 3.13  0.000
H 2.34 6.82 3.95  0.000
H 0.09 7.30 4.88  0.000
H -1.60 5.49 4.96  0.000
H -1.05 3.24 4.13  -0.002

For the highest occupied orbital energy (spin up / spin down), the calculation gives -5.7 / -5.7 eV. Its relative energy (zero: lowest compared OMol25 entry of this formula, charge and spin) is 1.291 eV. Its total charge is 0. As for the multiplicity: 6. As for the LUMO energy (spin up / spin down): 0.34 / 0.34 eV.

---

No. 7
The following is a DFT calculation (ωB97M-V/def2-TZVPD) of a structure of composition C8H18CaClN in a non-equilibrium geometry.

Last column: Mulliken spin population.
Positions of all 29 atoms, in Å:
Ca -4.12 -28.23 -20.53  -0.002
Cl -2.93 -27.80 -18.25  0.124
C -4.02 -28.34 -14.31  0.058
C -2.58 -28.74 -14.38  0.034
C -1.79 -27.40 -14.14  0.041
N -0.25 -27.42 -14.40  0.013
C 0.13 -25.96 -14.40  0.001
C 0.20 -28.16 -15.71  0.020
C 0.55 -29.47 -15.21  0.098
C 1.11 -29.27 -13.76  0.029
C 0.52 -28.05 -13.18  0.039
H -4.09 -27.42 -14.89  0.027
H -4.23 -28.15 -13.26  0.005
H -4.78 -29.03 -14.68  0.023
H -2.26 -29.20 -15.32  0.048
H -2.38 -29.38 -13.52  0.009
H -2.07 -26.97 -13.18  0.024
H -2.23 -26.76 -14.91  -0.003
H 1.20 -25.87 -14.59  0.004
H -0.01 -25.47 -13.44  0.003
H -0.53 -25.43 -15.09  0.000
H 1.15 -27.71 -15.97  0.032
H -0.53 -28.00 -16.51  -0.004
H 1.24 -30.12 -15.74  0.064
H -0.32 -30.13 -15.21  0.135
H 2.17 -29.04 -13.87  0.090
H 0.87 -30.19 -13.23  0.035
H 1.12 -27.36 -12.59  0.010
H -0.30 -28.32 -12.51  0.041

For the highest occupied orbital energy (spin up / spin down), the calculation gives -20.5 / -19.8 eV. Its total charge is +3. As for the multiplicity: 2. As for the LUMO energy (spin up / spin down): -10.94 / -16.85 eV.

---

No. 8
The following is a DFT calculation (ωB97M-V/def2-TZVPD) of the ion C11H21N2O with charge +1 in a non-equilibrium geometry.

Last column: natural (NBO) charge in e.
Positions of all 35 atoms, in Å:
C 2.46 -1.60 -0.77  -0.481
C 2.19 -1.29 0.52  0.081
C 2.45 -2.17 1.74  -0.658
C 1.52 0.06 0.83  -0.462
C 0.14 -0.12 1.46  -0.389
C -0.75 1.12 1.62  -0.401
C -1.83 1.42 0.60  -0.234
C -2.70 2.66 1.00  -0.591
C -1.24 1.73 -0.74  -0.543
C -0.98 0.73 -1.85  0.710
O -0.58 1.05 -2.94  -0.523
N -0.90 -0.61 -1.41  -0.609
C -0.38 -1.64 -2.10  0.439
N 0.04 -1.73 -3.33  -0.670
H 2.40 -0.91 -1.55  0.193
H 3.06 -2.50 -1.03  0.211
H 2.93 -3.14 1.40  0.239
H 1.52 -2.25 2.33  0.226
H 2.96 -1.57 2.41  0.231
H 2.20 0.60 1.57  0.238
H 1.47 0.77 -0.05  0.207
H 0.28 -0.43 2.56  0.239
H -0.52 -0.77 0.97  0.149
H -1.25 1.12 2.58  0.228
H -0.15 2.04 1.65  0.205
H -2.52 0.64 0.51  0.193
H -3.48 2.79 0.24  0.221
H -2.03 3.52 1.19  0.217
H -3.19 2.57 1.95  0.226
H -1.82 2.54 -1.23  0.267
H -0.31 2.18 -0.37  0.263
H -1.11 -0.68 -0.42  0.449
H -0.27 -2.58 -1.53  0.246
H 0.12 -1.00 -4.03  0.452
H 0.26 -2.57 -3.78  0.431

For the highest occupied orbital energy, the calculation gives -12.7 eV. Its relative energy (zero: lowest compared OMol25 entry of this formula, charge and spin) is 1.734 eV. Its total charge is +1. As for the SMILES: C=C(C)CCC[C@@H](C)CC(=O)/[NH+]=C\N. As for the multiplicity: 1. As for the LUMO energy: -4.14 eV.